[1]
The following is a quantum chemistry calculation of C11H30ClIO2P3Y as an isolated structure at a distorted geometry, from OMol25.

Structure (XYZ):
```
49
Properties=species:S:1:pos:R:3:forces:R:3
C 0.007 1.132 -2.901 0.02 0.33 -3.75
C 0.008 1.609 -1.574 0.00 -0.49 -0.07
H 0.013 2.054 -3.520 0.00 -0.51 -0.14
H -0.871 0.524 -3.166 0.32 0.19 0.36
H 0.879 0.513 -3.165 -0.33 0.20 0.36
O 0.012 2.665 -1.100 0.01 2.12 1.02
I -0.009 -1.968 2.168 -0.01 -0.14 0.50
Y 0.000 -0.013 0.133 0.00 -0.64 2.07
P 2.494 -0.155 0.015 2.41 -1.05 0.41
C 3.140 0.876 1.307 0.01 0.81 0.58
C 3.018 -1.831 0.352 -0.13 -0.67 0.04
H 4.048 -1.902 0.011 0.24 -0.23 0.00
H 4.300 0.261 -1.396 0.10 0.09 -0.13
H 2.382 -2.565 -0.173 0.36 0.37 0.13
H 2.882 -0.287 -2.341 0.19 0.10 0.38
H 2.744 0.573 2.286 0.25 -0.06 -0.52
H 2.939 -2.026 1.429 0.12 0.09 -0.29
C 3.218 0.352 -1.508 0.01 0.51 -1.28
H 4.226 0.767 1.295 0.12 0.07 0.11
H 2.955 1.396 -1.748 0.26 -0.33 0.13
H 2.873 1.935 1.143 0.17 -0.40 0.02
P -2.495 -0.127 0.018 -2.42 -1.02 0.40
C -3.128 0.915 1.308 0.00 0.82 0.57
C -3.215 0.385 -1.506 -0.01 0.50 -1.28
H -2.414 -2.537 -0.167 -0.36 0.38 0.14
H -4.071 -1.854 0.021 -0.24 -0.22 0.00
H -2.960 -1.989 1.435 -0.12 0.09 -0.29
C -3.039 -1.795 0.359 0.13 -0.67 0.03
H -2.884 -0.258 -2.338 -0.19 0.10 0.38
H -4.298 0.304 -1.395 -0.10 0.09 -0.13
H -4.215 0.821 1.296 -0.12 0.08 0.11
H -2.848 1.971 1.143 -0.18 -0.41 0.02
H -2.943 1.426 -1.748 -0.26 -0.32 0.13
H -2.736 0.608 2.287 -0.25 -0.06 -0.52
Cl -0.013 -1.782 -1.723 0.00 0.44 0.36
C 1.460 1.176 4.226 -0.17 0.08 -0.61
P 0.014 1.835 3.248 0.02 1.51 4.53
C -1.457 1.228 4.221 0.19 0.07 -0.61
C 0.045 3.644 3.540 -0.01 -0.39 -0.12
O 0.012 1.652 1.775 -0.02 -1.50 -2.60
H 2.392 1.709 3.957 -0.49 -0.30 0.00
H 1.570 0.082 4.103 -0.04 0.52 -0.03
H 1.310 1.370 5.294 -0.30 0.05 -0.24
H -2.370 1.785 3.937 0.47 -0.31 0.02
H -1.596 0.137 4.109 0.05 0.51 -0.04
H -1.310 1.429 5.288 0.30 0.04 -0.24
H 0.949 4.072 3.076 -0.31 -0.18 0.15
H -0.841 4.104 3.074 0.31 -0.20 0.15
H 0.048 3.878 4.610 0.00 -0.08 -0.18
```
Positions in Å, forces in eV/Å.

Calculated values
Multiplicity: 1
Net charge: +2
Gap between HOMO and LUMO (alpha / beta) in eV: 7.41 / 4.59
E in eV: -65508.569

---

[2]
The following is a quantum chemistry calculation of a 2-piece molecular cluster, C2H7ClN2O overall at a distorted geometry, from OMol25.

Structure (XYZ):
```
13
Properties=species:S:1:pos:R:3:forces:R:3
C -1.407 1.357 -0.071 -1.01 2.71 -0.94
C 0.880 -1.943 0.080 1.47 0.83 -1.39
N -0.230 1.265 0.820 -0.27 -0.40 -2.38
N 0.479 0.146 0.767 0.89 0.66 -0.02
O -0.018 -0.816 0.012 0.02 2.67 1.34
Cl 2.943 0.571 -0.388 -0.65 0.10 0.09
H -1.590 2.466 -0.364 0.64 -1.69 0.77
H -1.204 0.881 -1.022 -0.03 -0.39 -0.03
H -2.397 1.064 0.330 0.98 -0.41 0.23
H 0.610 -2.446 0.945 -0.27 -1.30 1.54
H 1.985 -1.633 0.063 -1.71 0.02 -0.08
H 0.566 -2.433 -0.820 0.28 -0.80 -0.27
H 0.362 2.148 0.705 -0.34 -1.99 1.13
```
Positions in Å, forces in eV/Å.

Calculated values
Multiplicity: 1
Gap between HOMO and LUMO (alpha / beta) in eV: 6.64 / 6.63
E in eV: -19733.072

---

[3]
The following is a quantum chemistry calculation of C40H45AsCl5N2PPtSSeSi as an isolated structure at a distorted geometry, from OMol25.

Structure (XYZ):
```
98
Properties=species:S:1:pos:R:3:forces:R:3
Pt 0.468 0.167 -0.308 -1.07 0.09 0.53
C -0.805 0.145 3.743 -0.19 0.34 -0.40
C -1.042 1.571 4.208 -0.04 -0.13 0.06
As -2.233 1.680 5.800 0.03 -0.02 -0.19
C -3.523 0.352 5.136 -0.03 0.07 0.04
C -3.498 -1.010 5.419 0.04 -0.01 0.03
C -4.414 -1.869 4.827 0.01 -0.03 -0.02
C -5.356 -1.379 3.934 -0.02 0.00 -0.03
C -5.389 -0.022 3.643 -0.02 -0.04 -0.01
C -4.483 0.835 4.248 0.07 0.10 0.08
C -1.211 0.582 7.054 -0.06 0.00 0.06
C 0.173 0.457 6.997 0.00 0.08 -0.12
C 0.861 -0.256 7.970 0.02 -0.04 0.04
C 0.172 -0.848 9.018 0.00 0.01 0.02
C -1.207 -0.713 9.097 0.02 -0.02 0.01
C -1.889 0.002 8.126 -0.04 0.07 -0.08
P 0.228 0.001 2.203 0.94 -0.35 -0.05
C 1.709 0.964 2.680 -0.07 0.02 -0.06
C 2.025 2.087 1.916 -0.04 -0.03 0.12
C 3.121 2.876 2.237 -0.02 -0.01 0.05
C 3.915 2.540 3.322 0.05 0.07 -0.05
C 3.606 1.428 4.093 0.00 -0.07 0.11
C 2.501 0.650 3.784 -0.04 0.03 -0.03
C 0.693 -1.752 2.422 -0.05 -0.03 0.00
C -0.354 -2.671 2.514 0.06 0.09 0.00
C -0.093 -4.027 2.620 -0.04 -0.03 0.00
C 1.217 -4.481 2.640 -0.02 -0.04 0.01
C 2.262 -3.574 2.544 0.05 -0.02 0.01
C 2.004 -2.217 2.428 -0.07 -0.02 0.02
H -1.759 -0.320 3.499 0.03 -0.08 0.08
H -0.328 -0.459 4.518 0.06 -0.01 -0.05
H -1.528 2.159 3.426 -0.04 0.02 0.04
H -0.104 2.078 4.445 -0.03 0.03 0.04
H -2.753 -1.412 6.095 0.01 -0.01 0.01
H -4.388 -2.926 5.058 0.02 0.00 0.01
H -6.066 -2.054 3.472 -0.01 0.01 0.00
H -6.122 0.371 2.950 0.01 0.01 -0.01
H -4.511 1.895 4.020 -0.04 -0.01 -0.03
H 0.730 0.928 6.194 0.01 -0.04 0.01
H 1.938 -0.351 7.912 0.00 0.02 -0.02
H 0.711 -1.399 9.778 -0.01 -0.02 -0.01
H -1.753 -1.162 9.917 0.01 0.00 0.00
H -2.966 0.117 8.198 0.00 -0.04 0.04
H 1.396 2.347 1.072 0.04 0.03 -0.05
H 3.352 3.751 1.642 -0.01 -0.01 -0.01
H 4.777 3.148 3.567 0.00 -0.02 0.02
H 4.231 1.164 4.937 -0.01 0.01 0.01
H 2.258 -0.215 4.392 0.04 -0.01 0.00
H -1.379 -2.318 2.484 -0.02 -0.07 0.01
H -0.914 -4.732 2.677 0.00 0.01 0.01
H 1.419 -5.541 2.723 0.03 0.01 -0.01
H 3.287 -3.923 2.546 -0.01 0.00 -0.01
H 2.827 -1.524 2.322 0.02 0.01 -0.03
C -4.952 -3.221 -0.186 0.13 0.11 -0.01
C -4.135 -1.956 0.051 -0.24 -0.27 -0.06
N -3.701 -1.352 -1.200 0.07 0.06 0.07
C -2.432 -1.218 -1.628 -0.43 0.03 -0.31
S -1.143 -1.932 -0.789 0.58 0.35 0.15
N -2.286 -0.533 -2.774 0.00 0.01 0.15
C -1.091 -0.488 -3.605 0.09 -0.18 -0.11
C -1.125 -1.538 -4.710 -0.04 0.10 0.12
H -5.255 -3.645 0.772 -0.02 -0.02 -0.01
H -4.359 -3.960 -0.724 -0.03 -0.03 0.00
H -5.853 -3.003 -0.762 -0.01 -0.05 -0.01
H -3.240 -2.188 0.622 0.00 0.08 0.06
H -4.727 -1.224 0.606 0.08 -0.02 -0.01
H -4.428 -0.924 -1.754 0.02 -0.01 -0.04
H -3.127 -0.167 -3.196 0.01 0.04 0.02
H -0.227 -0.653 -2.968 0.04 0.10 0.09
H -1.016 0.512 -4.032 0.02 0.05 0.09
H -1.207 -2.537 -4.280 0.00 0.00 -0.01
H -0.204 -1.488 -5.291 -0.02 -0.01 -0.03
H -1.970 -1.370 -5.381 0.02 -0.05 -0.03
Cl -2.849 0.653 1.149 0.09 0.05 0.21
C -2.276 1.799 -0.015 0.32 0.10 -0.30
C -0.991 1.678 -0.559 -0.17 0.06 -0.20
C -0.655 2.681 -1.480 -0.16 -0.17 0.23
Cl 0.939 2.644 -2.165 0.09 0.04 -0.10
C -1.513 3.699 -1.877 0.02 0.00 -0.01
Cl -1.018 4.874 -3.033 -0.03 0.03 -0.02
C -2.789 3.757 -1.327 -0.03 0.06 -0.03
Cl -3.889 4.987 -1.817 -0.01 0.03 0.01
C -3.164 2.811 -0.382 -0.01 -0.05 0.04
Cl -4.737 2.898 0.324 -0.08 0.03 0.00
C 5.646 -0.788 -0.277 -0.16 0.06 -0.22
Si 4.310 -0.152 -1.454 0.02 0.10 0.08
C 4.663 -0.756 -3.209 0.02 0.14 0.25
C 4.273 1.728 -1.356 -0.01 -0.25 -0.06
Se 2.369 -1.195 -0.840 0.31 -0.46 -0.20
H 6.642 -0.569 -0.670 0.01 0.02 0.01
H 5.561 -1.868 -0.144 0.00 -0.01 -0.01
H 5.552 -0.316 0.703 -0.04 0.00 0.01
H 5.705 -0.585 -3.493 0.00 0.03 0.00
H 4.021 -0.247 -3.930 -0.03 0.00 0.01
H 4.459 -1.825 -3.276 0.01 -0.01 0.00
H 5.234 2.158 -1.647 0.04 -0.05 0.01
H 4.051 2.046 -0.335 -0.01 -0.01 0.00
H 3.509 2.140 -2.013 0.02 0.01 -0.02
```
Positions in Å, forces in eV/Å.

Calculated values
Multiplicity: 3
Gap between HOMO and LUMO (alpha / beta) in eV: 6.91 / 6.08
E in eV: -265238.199
⟨S²⟩: 2.0119

---

[4]
The following is a quantum chemistry calculation of C6H13Mg2O5 as an isolated structure at a distorted geometry, from OMol25.

Structure (XYZ):
```
26
Properties=species:S:1:pos:R:3:forces:R:3
O -0.364 -0.608 -0.755 0.75 1.18 0.20
C -1.559 -1.328 -0.770 -0.72 -0.60 -0.28
C -2.605 -0.662 0.118 -0.13 -0.66 0.20
O -2.589 0.748 -0.169 0.85 0.48 -0.44
C -3.567 1.494 0.548 -0.69 0.37 0.43
Mg -0.713 1.286 -0.730 -0.64 -1.17 0.34
H -1.424 -2.361 -0.400 0.03 0.32 -0.15
H -1.965 -1.409 -1.796 0.18 0.00 0.30
H -2.366 -0.792 1.186 -0.12 0.05 -0.20
H -3.614 -1.055 -0.074 0.28 0.12 0.06
H -3.448 2.547 0.276 -0.12 -0.21 0.06
H -4.571 1.148 0.269 0.28 0.15 0.08
H -3.418 1.368 1.630 -0.07 0.04 -0.27
O 0.868 1.223 0.852 -0.03 0.87 -0.62
C 0.889 0.030 1.237 0.07 -0.84 0.43
O 1.955 -0.708 1.247 -0.54 0.01 0.11
C 3.224 -0.157 0.869 0.40 -0.13 0.26
O 3.182 0.430 -0.394 -0.05 0.86 0.09
C 3.126 -0.492 -1.508 -0.09 -0.62 -0.60
Mg 2.144 2.219 -0.531 0.23 -0.37 0.23
H 0.037 -0.423 1.750 0.26 0.01 -0.25
H 3.915 -1.005 0.886 -0.17 0.19 0.04
H 3.510 0.603 1.604 -0.05 -0.13 -0.13
H 3.245 0.107 -2.415 0.04 -0.17 0.18
H 3.954 -1.204 -1.419 -0.21 0.18 -0.07
H 2.152 -0.999 -1.511 0.26 0.07 -0.01
```
Positions in Å, forces in eV/Å.

Calculated values
Multiplicity: 2
Net charge: +2
Gap between HOMO and LUMO (alpha / beta) in eV: 6.94 / 6.77
E in eV: -27544.011
⟨S²⟩: 0.7511

---

[5]
The following is a quantum chemistry calculation of C16H34OP2Sr as an isolated structure at a distorted geometry, from OMol25.

Structure (XYZ):
```
54
Properties=species:S:1:pos:R:3:forces:R:3
P -1.494 1.226 0.894 0.30 0.88 0.21
P -1.485 -1.523 -0.858 -0.22 -0.36 0.06
C 0.100 0.402 0.457 0.27 0.13 0.23
C 0.035 -0.471 -0.806 -0.15 -0.29 -0.24
H 0.355 -0.224 1.322 0.04 0.01 -0.08
H 0.907 1.143 0.362 -0.14 -0.25 0.04
H -0.012 0.143 -1.714 0.12 0.02 0.13
H 0.927 -1.105 -0.869 -0.09 0.23 -0.12
C -1.018 -3.081 0.000 0.17 0.01 -0.14
H -1.871 -3.765 -0.093 0.24 0.08 0.10
H -0.866 -2.856 1.060 0.04 -0.16 -0.10
H -0.116 -3.567 -0.410 -0.31 0.21 0.14
C -1.736 -2.100 -2.579 0.40 -0.01 -0.25
H -0.859 -2.586 -3.038 -0.27 0.18 0.17
H -2.039 -1.243 -3.193 0.08 -0.22 0.05
H -2.570 -2.815 -2.567 0.21 0.19 0.00
C -1.232 1.842 2.602 0.28 -0.17 0.26
H -2.069 2.494 2.885 0.18 -0.16 -0.22
H -0.283 2.391 2.723 -0.31 -0.21 -0.04
H -1.255 0.986 3.289 0.12 0.22 -0.05
C -1.358 2.825 -0.002 -0.05 0.07 -0.22
H -1.490 2.651 -1.075 0.10 0.12 0.08
H -0.396 3.334 0.173 -0.28 -0.22 -0.03
H -2.177 3.479 0.323 0.15 -0.17 -0.04
Sr -4.031 -0.279 0.422 -1.40 -0.29 -0.03
C 3.667 -0.891 -1.847 -0.19 -0.37 -0.25
C 3.549 -1.718 -0.807 0.19 -0.40 -0.41
C 4.333 -1.708 0.473 0.05 0.19 0.39
C 4.972 -0.356 0.874 0.39 -0.46 0.30
C 3.998 0.780 0.989 -0.36 0.69 -0.14
C 3.561 1.596 0.016 0.45 0.02 0.77
C 3.980 1.617 -1.422 -0.04 -0.16 -0.43
C 4.570 0.303 -1.986 0.25 0.44 -0.34
C -4.962 1.732 1.727 0.20 -0.36 -0.72
H 3.079 -1.112 -2.753 0.08 0.09 0.55
H 2.886 -2.591 -0.912 0.17 0.45 -0.02
H 5.138 -2.463 0.431 -0.29 0.16 -0.08
H 3.669 -2.040 1.286 0.12 0.10 -0.15
H 5.425 -0.503 1.870 -0.09 0.04 -0.37
H 5.803 -0.133 0.195 -0.28 0.01 0.39
H 3.652 0.974 2.014 -0.08 -0.07 -0.47
H 2.898 2.423 0.301 0.17 -0.37 -0.02
H 4.721 2.420 -1.588 -0.25 -0.17 0.13
H 3.106 1.902 -2.030 0.17 -0.08 0.10
H 4.739 0.467 -3.064 0.01 -0.05 0.37
H 5.562 0.135 -1.548 -0.38 -0.03 -0.30
H -5.815 2.164 1.171 0.38 -0.02 0.43
H -4.261 2.469 2.098 -0.18 0.49 0.31
H -5.328 1.084 2.532 -0.13 0.24 0.19
C -7.431 -0.765 0.556 1.21 0.21 -0.66
O -6.094 -1.075 0.220 -0.29 0.25 0.39
H -7.990 -1.688 0.603 -0.66 -0.26 0.08
H -7.850 -0.102 -0.220 -0.27 -0.20 0.11
H -7.546 -0.219 1.510 0.17 -0.19 -0.04
```
Positions in Å, forces in eV/Å.

Calculated values
Multiplicity: 1
Gap between HOMO and LUMO in eV: 6.04
E in eV: -38601.720

---

Computed values of energy above the lowest of the compared OMol25 structures with the same formula, charge and spin (unit: kJ/mol) for the preceding records, in sequence: 0.0 178.1 55.0 58.3 0.0.
Computed values of molecular weight (unit: u) for the preceding records, in sequence: 538.5 110.5 1171.2 213.8 392.0.